Here is a structure of composition C37H37MgN3P2 from the OMol25 dataset. Energies are from the ωB97M-V functional and the def2-TZVPD basis.

```
80
C37H37MgN3P2 (the ωB97M-V functional and the def2-TZVPD basis)
Mg -0.397 0.659 -1.408
C -2.089 1.045 -2.995
C -1.862 -0.245 -2.546
C -1.196 -1.284 -3.421
C 0.143 -0.821 -3.956
C 0.934 0.026 -3.018
C 0.874 1.402 -2.841
C 0.082 2.230 -3.796
C -1.391 1.755 -4.105
C 2.008 0.054 3.002
H -2.975 1.580 -2.603
H -2.556 -0.653 -1.811
H -1.811 -1.635 -4.249
H -1.049 -2.171 -2.817
H 0.770 -1.686 -4.124
H 0.028 -0.312 -4.892
H 1.758 -0.519 -2.592
H 1.583 1.981 -2.277
H 0.625 2.275 -4.771
H -0.106 3.246 -3.406
H -2.011 2.656 -4.306
H -1.389 1.215 -5.070
H 1.444 0.979 3.192
H 2.969 0.051 3.553
H 1.403 -0.807 3.392
P -1.745 -0.708 1.057
P 2.415 0.032 1.244
C -0.182 -1.024 0.337
C 0.998 -0.298 0.252
C -2.654 -2.255 1.270
C -2.922 -3.116 0.167
C -3.692 -4.269 0.339
C -4.138 -4.603 1.633
C -3.823 -3.801 2.743
C -3.069 -2.646 2.558
C -2.851 0.508 0.336
C -2.385 1.795 -0.117
C -3.175 2.902 0.129
C -4.568 2.726 0.218
C -5.093 1.437 0.156
C -4.254 0.332 0.315
C 3.795 -1.119 1.148
C 3.588 -2.465 1.500
C 4.682 -3.309 1.669
C 5.975 -2.826 1.447
C 6.182 -1.497 1.069
C 5.094 -0.637 0.913
C 2.907 1.696 0.728
C 2.555 2.838 1.462
C 2.730 4.105 0.916
C 3.187 4.227 -0.393
C 3.556 3.106 -1.144
C 3.432 1.840 -0.570
H -0.100 -2.083 0.045
H 1.448 -0.368 -0.815
H -2.558 -2.895 -0.840
H -3.940 -4.920 -0.521
H -4.727 -5.509 1.783
H -4.151 -4.067 3.758
H -2.818 -1.999 3.399
H -1.627 2.015 -0.892
H -2.712 3.910 0.170
H -5.245 3.578 0.103
H -6.164 1.262 0.091
H -4.650 -0.670 0.430
H 2.570 -2.814 1.616
H 4.512 -4.345 1.947
H 6.825 -3.483 1.595
H 7.191 -1.133 0.873
H 5.235 0.384 0.587
H 2.183 2.684 2.471
H 2.526 4.973 1.547
H 3.321 5.231 -0.790
H 3.950 3.256 -2.156
H 3.769 0.976 -1.148
N -1.128 0.391 2.360
C -1.359 0.550 3.521
N -1.987 0.500 4.598
C -1.525 0.394 5.818
N -1.170 0.192 6.925
```

Summary:
Energy relative to the best compared isomer or geometry (same formula, charge and spin) (kcal/mol): 92.76
Highest occupied orbital energy (spin up / spin down) (eV): -5.26 / -4.91
Molar mass (g mol⁻¹): 609.98
Gap between HOMO and LUMO (spin up / spin down) (eV): 5.17 / 4.83

***

Here is a structure of composition C37H38BCl2NO3SiTi from the OMol25 dataset. Energies are from the ωB97M-V functional and the def2-TZVPD basis.

```
84
C37H38BCl2NO3SiTi (the ωB97M-V functional and the def2-TZVPD basis)
Ti -0.503 -0.082 -0.232
C -2.702 1.694 1.663
C -1.431 0.896 1.742
C -0.165 1.532 1.777
C 1.008 0.815 1.853
C 2.342 1.465 1.652
C 0.943 -0.600 2.031
C -0.271 -1.252 2.082
C -0.362 -2.741 2.256
C -1.457 -0.505 1.892
H -3.456 1.160 1.084
H -2.522 2.652 1.174
H -3.107 1.890 2.662
H -0.120 2.603 1.629
H 2.723 1.181 0.667
H 3.063 1.135 2.403
H 2.263 2.552 1.688
H 1.865 -1.166 2.089
H -0.887 -3.189 1.411
H -0.914 -2.983 3.167
H 0.629 -3.191 2.322
H -2.404 -1.029 1.858
C 4.323 0.346 -2.163
C 3.121 0.235 -3.107
C 2.454 1.613 -3.221
C 3.603 -0.199 -4.492
Si 1.854 -0.973 -2.353
O 1.290 -0.316 -0.992
C 2.725 -2.596 -1.904
C 3.453 -3.395 -2.790
C 4.056 -4.576 -2.378
C 3.942 -4.991 -1.059
C 3.219 -4.219 -0.160
C 2.621 -3.039 -0.583
C 0.531 -1.355 -3.644
C -0.425 -0.384 -3.964
C -1.447 -0.640 -4.866
C -1.535 -1.881 -5.482
C -0.597 -2.858 -5.187
C 0.419 -2.595 -4.275
H 5.036 1.091 -2.541
H 4.850 -0.607 -2.066
H 4.012 0.659 -1.164
H 3.183 2.354 -3.572
H 2.062 1.947 -2.257
H 1.627 1.602 -3.936
H 4.259 0.570 -4.921
H 2.768 -0.348 -5.181
H 4.179 -1.127 -4.449
H 3.544 -3.103 -3.831
H 4.610 -5.177 -3.089
H 4.407 -5.915 -0.736
H 3.116 -4.541 0.870
H 2.046 -2.441 0.115
H -0.413 0.576 -3.465
H -2.191 0.123 -5.059
H -2.344 -2.093 -6.172
H -0.671 -3.838 -5.643
H 1.110 -3.391 -4.027
O -0.013 3.155 -0.750
B -0.777 2.003 -1.159
O -1.540 2.430 -2.283
C -1.230 3.728 -2.539
C -1.704 4.550 -3.537
C -1.207 5.855 -3.574
C -0.277 6.298 -2.642
C 0.196 5.455 -1.634
C -0.300 4.171 -1.607
H -2.427 4.190 -4.257
H -1.552 6.532 -4.345
H 0.092 7.314 -2.699
H 0.925 5.788 -0.907
Cl -0.863 -3.954 -1.292
C -2.304 -3.240 -1.970
C -3.161 -4.050 -2.685
C -4.319 -3.519 -3.238
C -4.596 -2.171 -3.048
C -3.725 -1.375 -2.330
Cl -4.115 0.308 -2.126
C -2.520 -1.853 -1.756
N -1.650 -1.086 -1.102
H -2.913 -5.096 -2.812
H -4.995 -4.143 -3.806
H -5.491 -1.725 -3.460
```

Summary:
Net charge: -1
Energy relative to the best compared isomer or geometry (same formula, charge and spin) (kcal/mol): 1.28
Highest occupied orbital energy (spin up / spin down) (eV): -2.79 / -4.27
2S+1: 2
Molar mass (g mol⁻¹): 702.39
Gap between HOMO and LUMO (spin up / spin down) (eV): 5.17 / 6.63
Expectation value of S²: 0.757

***

Here is a structure of composition C37H38CoN4OSb2 from the OMol25 dataset. Energies are from the ωB97M-V functional and the def2-TZVPD basis.

```
83
C37H38CoN4OSb2 (the ωB97M-V functional and the def2-TZVPD basis)
Co -0.113 0.978 -0.624
O -2.053 0.556 -0.084
C -2.955 1.624 -0.401
C -2.197 2.816 -0.920
C -2.768 4.082 -0.904
C -2.075 5.145 -1.460
C -0.827 4.901 -2.023
C -0.317 3.616 -1.979
N -0.978 2.594 -1.426
H -2.573 -0.155 0.310
H -3.521 1.913 0.490
H -3.652 1.295 -1.184
H -3.746 4.223 -0.470
H -2.493 6.141 -1.443
H -0.256 5.689 -2.487
H 0.652 3.387 -2.408
C 2.378 -2.632 -1.526
C 1.199 -3.520 -1.866
C -0.134 -2.829 -1.711
Sb -1.165 -2.881 0.327
C -1.194 -4.915 0.986
C -1.597 -5.155 2.295
C -1.794 -6.455 2.722
C -1.598 -7.510 1.840
C -1.194 -7.265 0.535
C -1.010 -5.965 0.094
C -1.303 -1.704 2.292
C -0.295 -1.122 3.028
C -0.612 -0.485 4.221
C -1.922 -0.433 4.665
C -2.926 -1.023 3.917
C -2.621 -1.656 2.721
Sb 2.197 -1.963 0.539
C 2.758 -3.905 1.377
C 1.976 -4.529 2.327
C 2.311 -5.809 2.749
C 3.419 -6.442 2.214
C 4.215 -5.792 1.288
C 3.889 -4.513 0.861
C 3.930 -0.655 0.764
C 4.916 -0.683 -0.204
C 6.078 0.044 -0.004
C 6.242 0.800 1.145
C 5.237 0.837 2.100
C 4.064 0.127 1.897
H 2.431 -1.781 -2.204
H 3.303 -3.202 -1.608
H 1.241 -4.442 -1.275
H 1.286 -3.833 -2.914
H -0.906 -3.309 -2.313
H -0.095 -1.766 -1.969
H -1.769 -4.330 2.976
H -2.127 -6.642 3.732
H -1.789 -8.521 2.166
H -1.056 -8.091 -0.149
H -0.747 -5.789 -0.940
H 0.744 -1.175 2.719
H 0.176 -0.041 4.807
H -2.157 0.058 5.596
H -3.948 -0.996 4.259
H -3.411 -2.137 2.152
H 1.119 -4.029 2.763
H 1.705 -6.299 3.496
H 3.669 -7.445 2.528
H 5.096 -6.273 0.888
H 4.533 -4.007 0.155
H 4.807 -1.289 -1.094
H 6.852 0.011 -0.755
H 7.151 1.365 1.294
H 5.365 1.418 3.000
H 3.272 0.172 2.633
N 3.261 4.263 1.169
C 2.944 3.280 0.334
C 1.951 2.304 0.614
N 1.678 1.329 -0.247
C 2.381 1.274 -1.398
C 3.331 2.253 -1.675
N 3.590 3.221 -0.835
H 2.807 4.402 2.055
H 3.925 4.951 0.852
H 1.384 2.346 1.532
H 2.192 0.452 -2.073
H 3.892 2.259 -2.599
```

Summary:
Net charge: +3
Energy relative to the best compared isomer or geometry (same formula, charge and spin) (kcal/mol): 59.91
Highest occupied orbital energy (spin up / spin down) (eV): -15.38 / -15.72
2S+1: 5
Molar mass (g mol⁻¹): 857.19
Gap between HOMO and LUMO (spin up / spin down) (eV): 6.92 / 5.44
Expectation value of S²: 6.017

***

Here is a structure of composition C37H38CsN7O4 from the OMol25 dataset. Energies are from the ωB97M-V functional and the def2-TZVPD basis.

```
87
C37H38CsN7O4 (the ωB97M-V functional and the def2-TZVPD basis)
Cs 0.479 -1.014 0.832
C -4.685 -0.347 -4.861
C -3.590 0.023 -3.895
C -2.604 0.901 -4.201
C -1.573 1.222 -3.267
C -0.527 2.067 -3.637
N 0.470 2.393 -2.845
C 1.644 3.122 -3.289
C 2.780 2.176 -3.679
C 3.389 1.449 -2.477
N 4.343 2.319 -1.783
C 4.186 3.177 -0.777
C 3.297 3.300 0.283
C 3.454 4.512 1.055
C 2.800 4.739 2.212
C 2.946 6.014 2.999
C 1.973 3.680 2.718
C 1.785 2.510 2.063
C 1.039 1.397 2.738
N -0.200 1.166 2.725
C -1.097 2.011 1.936
C -2.571 1.627 2.156
C -3.242 0.988 0.939
N -2.885 -0.420 0.819
C -2.651 -0.947 -0.306
C -2.634 -0.283 -1.648
C -3.573 -0.567 -2.591
C -1.557 0.628 -1.955
O -0.644 0.877 -1.122
C 2.389 2.259 0.758
O 2.184 1.188 0.159
H -4.538 0.135 -5.827
H -5.663 -0.046 -4.479
H -4.717 -1.427 -5.021
H -2.575 1.368 -5.183
H -0.511 2.488 -4.641
H 0.411 1.941 -1.912
H 1.965 3.782 -2.482
H 1.366 3.748 -4.138
H 3.556 2.752 -4.192
H 2.401 1.441 -4.394
H 3.930 0.565 -2.810
H 2.638 1.126 -1.763
H 5.187 2.480 -2.311
H 4.971 3.929 -0.779
H 4.134 5.271 0.675
H 3.704 6.661 2.559
H 3.232 5.806 4.032
H 2.005 6.568 3.028
H 1.508 3.808 3.692
H 1.659 0.727 3.344
H -0.844 1.903 0.876
H -0.942 3.062 2.190
H -3.144 2.511 2.441
H -2.618 0.918 2.983
H -3.026 1.570 0.035
H -4.325 1.012 1.089
H -2.440 -2.022 -0.308
H -4.357 -1.279 -2.343
O 0.811 -2.065 5.358
C 0.173 -3.244 5.461
C -0.169 -3.686 6.740
C -0.827 -4.887 6.908
C -1.158 -5.672 5.805
C -0.827 -5.234 4.537
C -0.162 -4.023 4.335
C 0.190 -3.546 2.961
O 0.888 -2.489 2.826
N -0.275 -4.321 1.976
N -0.140 -3.804 0.738
C -0.346 -4.593 -0.248
C -0.289 -4.093 -1.628
C -0.622 -4.948 -2.685
C -0.569 -4.481 -3.984
C -0.185 -3.166 -4.213
C 0.127 -2.388 -3.110
N 0.082 -2.821 -1.853
H 0.952 -1.934 4.382
H 0.096 -3.063 7.585
H -1.085 -5.218 7.907
H -1.669 -6.616 5.941
H -1.072 -5.821 3.663
H -0.564 -5.650 -0.091
H -0.920 -5.966 -2.469
H -0.828 -5.133 -4.810
H -0.131 -2.758 -5.213
H 0.423 -1.348 -3.240
```

Summary:
Energy relative to the best compared isomer or geometry (same formula, charge and spin) (kcal/mol): 33.64
Highest occupied orbital energy (eV): -6.68
Molar mass (g mol⁻¹): 777.66
Gap between HOMO and LUMO (eV): 6.01